Density functional theory data (ωB97M-V/def2-TZVPD) for a molecular structure, C7H18N2 in a non-equilibrium geometry.

* energy relative to the best compared isomer or geometry (same formula, charge and spin): 494.7 kJ/mol
* E_LUMO: 0.684 eV

Element x y z (Å)
C 1.065 -0.871 0.481
C 1.319 1.961 0.193
C -0.334 1.116 1.731
C 0.628 -1.918 1.468
N 0.313 0.914 0.430
H 1.126 -1.210 -0.546
H 2.030 -0.451 0.777
H 1.892 1.720 -0.702
H 0.861 2.949 0.066
H 0.408 1.098 2.531
H -1.061 0.319 1.879
H -0.851 2.081 1.772
H 2.009 2.015 1.036
H 0.280 -1.479 2.407
H 1.476 -2.564 1.743
H -0.179 -2.531 1.072
C -1.255 -1.626 -1.763
N -0.378 1.067 -2.052
C -0.859 0.720 -0.754
C -1.314 -0.664 -0.617
H -0.046 2.017 -2.132
H 0.304 0.415 -2.414
H -1.609 1.470 -0.469
H -2.125 -0.822 0.086
H -0.225 -1.958 -1.992
H -1.662 -1.235 -2.707
H -1.815 -2.533 -1.524